# 1
The following is a quantum chemistry calculation of C49H38N3O2P2RhSi as an isolated structure at a distorted geometry, from the Open Molecules 2025 dataset.

Positions of all 96 atoms, in Å:
Rh 0.588 -0.504 -0.038
C 4.070 -1.534 -1.355
Si 2.923 -0.489 -0.340
C 2.578 1.204 -1.189
C 3.440 2.300 -0.992
C 3.278 3.481 -1.703
C 2.266 3.596 -2.655
C 1.404 2.536 -2.882
C 1.525 1.359 -2.135
P 0.463 -0.090 -2.407
C 0.895 -0.541 -4.140
C 2.231 -0.824 -4.419
C 2.649 -1.038 -5.722
C 1.741 -0.967 -6.771
C 0.410 -0.680 -6.508
C -0.017 -0.467 -5.200
C -1.297 0.263 -2.622
C -2.028 -0.948 -2.761
C -3.372 -0.962 -2.675
C -4.133 0.232 -2.312
C -3.373 1.474 -2.558
C -2.012 1.491 -2.643
C 3.628 -0.635 1.411
C 5.004 -0.813 1.625
C 5.505 -1.075 2.895
C 4.643 -1.167 3.980
C 3.280 -0.976 3.796
C 2.780 -0.721 2.519
P 1.048 -0.275 2.225
C -0.059 -1.316 3.205
C 0.334 -2.605 3.568
C -0.561 -3.455 4.212
C -1.856 -3.032 4.472
C -2.264 -1.757 4.087
C -1.370 -0.902 3.452
C 1.015 1.388 2.965
C 1.687 2.397 2.275
C 1.755 3.682 2.790
C 1.152 3.971 4.011
C 0.509 2.966 4.717
C 0.441 1.674 4.200
H 5.013 -0.992 -1.514
H 3.672 -1.802 -2.329
H 4.294 -2.459 -0.816
H 4.260 2.218 -0.282
H 3.957 4.311 -1.533
H 2.159 4.512 -3.225
H 0.648 2.615 -3.659
H 2.958 -0.849 -3.623
H 3.693 -1.254 -5.920
H 2.072 -1.123 -7.792
H -0.306 -0.606 -7.320
H -1.060 -0.234 -5.035
H -1.480 -1.872 -2.931
H -3.920 -1.892 -2.806
H -5.101 0.239 -2.810
H -3.932 2.409 -2.602
H -1.477 2.431 -2.722
H 5.698 -0.755 0.789
H 6.572 -1.213 3.038
H 5.033 -1.376 4.968
H 2.604 -1.027 4.646
H 1.345 -2.940 3.358
H -0.242 -4.448 4.515
H -2.551 -3.693 4.983
H -3.276 -1.423 4.294
H -1.692 0.094 3.162
H 2.170 2.170 1.328
H 2.279 4.459 2.243
H 1.196 4.977 4.414
H 0.060 3.182 5.681
H -0.046 0.902 4.779
O -6.821 0.329 -1.310
N -6.017 0.691 -0.469
O -6.262 1.370 0.506
C -4.589 0.107 -0.599
C -4.691 -1.288 -0.147
C -3.539 -1.978 0.219
C -3.492 -3.367 0.506
C -2.278 -3.981 0.641
C -1.099 -3.237 0.446
N -1.114 -1.925 0.253
C -2.303 -1.293 0.221
C -2.327 0.160 0.247
N -1.158 0.790 0.405
C -1.148 2.104 0.591
C -2.324 2.840 0.685
C -3.518 2.220 0.400
C -3.517 0.855 0.123
H -5.655 -1.786 -0.214
H -4.418 -3.931 0.585
H -2.207 -5.039 0.863
H -0.129 -3.717 0.427
H -0.182 2.573 0.680
H -2.286 3.897 0.922
H -4.428 2.801 0.362

Computed properties:
HOMO-LUMO gap (alpha / beta): 0.1765 / 0.1779 hartree
Energy above the lowest of the compared OMol25 structures with the same formula, charge and spin: 1.3895 eV
LUMO energy (alpha / beta): -7.34 / -7.30 eV
Energy: -89441.46253 eV
HOMO (alpha / beta): -0.4463 / -0.4462 hartree
Total charge: +2

Let us look at the Mulliken charges, expressed in e, one per atom: -1.642 -1.388 1.008 0.271 -0.598 -0.798 -0.972 -0.541 0.505 1.485 1.207 -0.441 -0.906 -0.578 -0.762 -0.752 1.026 -0.791 -1.150 -0.154 -1.147 -0.559 0.821 -0.565 -0.829 -0.881 -0.204 -0.549 1.774 0.191 -0.839 -0.802 -0.783 -0.940 -0.364 1.202 -0.914 -0.390 -0.759 -0.726 -0.839 0.473 0.538 0.458 0.534 0.490 0.472 0.658 0.234 0.455 0.405 0.440 0.278 0.750 0.383 1.000 0.435 0.453 0.381 0.444 0.479 0.507 0.506 0.472 0.456 0.504 0.646 0.315 0.501 0.431 0.466 0.495 -0.612 1.129 -0.600 1.330 -1.831 0.837 -0.883 -0.913 -1.309 1.120 0.810 -0.451 1.873 -1.059 -1.389 -0.555 -0.042 0.472 0.557 0.500 0.522 0.349 0.516 0.644

---

# 2
The following is a quantum chemistry calculation of C53H39Cl5N2P2SiY as an isolated structure, from the Open Molecules 2025 dataset.

Positions of all 103 atoms, in Å:
Y -0.039 0.080 0.329
C -2.821 2.945 -1.213
Si -1.381 1.765 -1.581
C -0.098 2.823 -2.531
C -0.460 4.028 -3.144
C 0.427 4.743 -3.934
C 1.715 4.265 -4.148
C 2.110 3.088 -3.540
C 1.220 2.386 -2.723
P 1.809 0.877 -1.899
C 3.380 1.331 -1.099
C 3.621 2.643 -0.693
C 4.745 2.949 0.062
C 5.646 1.954 0.412
C 5.412 0.644 0.015
C 4.281 0.334 -0.721
C 2.204 -0.241 -3.286
C 1.117 -0.838 -3.929
C 1.320 -1.725 -4.974
C 2.611 -2.031 -5.387
C 3.694 -1.430 -4.763
C 3.494 -0.535 -3.718
C -2.112 0.666 -2.985
C -2.307 1.180 -4.273
C -2.904 0.433 -5.274
C -3.342 -0.861 -5.013
C -3.163 -1.400 -3.752
C -2.540 -0.649 -2.751
P -2.276 -1.357 -1.098
C -3.827 -1.053 -0.189
C -4.814 -0.230 -0.728
C -5.942 0.095 0.014
C -6.101 -0.400 1.299
C -5.123 -1.220 1.846
C -3.990 -1.535 1.112
C -2.204 -3.156 -1.410
C -3.112 -4.084 -0.905
C -2.961 -5.437 -1.181
C -1.913 -5.878 -1.974
C -1.012 -4.958 -2.494
C -1.153 -3.610 -2.208
H -3.318 3.285 -2.125
H -2.482 3.821 -0.657
H -3.572 2.441 -0.599
H -1.462 4.416 -3.003
H 0.114 5.673 -4.390
H 2.406 4.811 -4.776
H 3.118 2.718 -3.689
H 2.929 3.433 -0.958
H 4.916 3.971 0.373
H 6.524 2.196 0.996
H 6.105 -0.139 0.294
H 4.100 -0.701 -0.992
H 0.103 -0.598 -3.624
H 0.466 -2.170 -5.469
H 2.771 -2.724 -6.202
H 4.701 -1.647 -5.095
H 4.349 -0.059 -3.256
H -1.972 2.187 -4.498
H -3.034 0.858 -6.261
H -3.821 -1.444 -5.789
H -3.498 -2.410 -3.547
H -4.705 0.160 -1.732
H -6.698 0.735 -0.421
H -6.982 -0.148 1.873
H -5.241 -1.613 2.848
H -3.233 -2.169 1.560
H -3.960 -3.758 -0.319
H -3.681 -6.144 -0.790
H -1.807 -6.931 -2.200
H -0.199 -5.288 -3.129
H -0.448 -2.901 -2.631
C 2.032 -4.035 -0.993
C 1.524 -4.973 -0.115
C 0.681 -4.550 0.899
C 0.374 -3.202 1.017
N 0.831 -2.297 0.133
C 1.641 -2.717 -0.841
C -0.451 -2.684 2.142
C -0.794 -3.463 3.239
C -1.534 -2.900 4.266
C -1.918 -1.573 4.179
C -1.538 -0.859 3.059
N -0.823 -1.399 2.068
H 2.696 -4.305 -1.801
H 1.774 -6.021 -0.213
H 0.267 -5.269 1.589
H 1.984 -1.969 -1.542
H -0.470 -4.490 3.312
H -1.799 -3.495 5.130
H -2.492 -1.093 4.959
H -1.812 0.184 2.946
Cl 2.588 -0.394 2.171
C 1.854 1.111 2.722
C 0.638 1.436 2.158
C 0.032 2.573 2.658
Cl -1.563 2.958 2.049
C 0.609 3.387 3.628
Cl -0.182 4.803 4.189
C 1.862 3.030 4.136
Cl 2.620 4.016 5.319
C 2.495 1.867 3.694
Cl 4.015 1.394 4.336

Computed properties:
HOMO-LUMO gap: 0.2297 hartree
LUMO energy: -3.26 eV
Energy: -148683.70370 eV
HOMO: -0.3495 hartree
Total charge: +1

These are the Mulliken partial charges, in e, on atoms 1 to 99: -1.210 -1.662 2.336 0.427 -0.375 -0.817 -0.829 -0.269 -0.579 2.024 0.655 -0.969 -0.737 -0.715 -0.783 -0.127 -0.027 -0.214 -0.408 -0.776 -0.776 -0.580 0.242 -0.387 -0.844 -0.972 -1.004 0.359 1.950 0.747 -1.119 -0.750 -0.814 -0.805 -0.532 0.204 -0.787 -0.695 -0.863 -0.660 0.071 0.485 0.439 0.346 0.398 0.427 0.411 0.447 0.396 0.468 0.433 0.458 0.357 0.056 0.577 0.424 0.471 0.487 0.433 0.426 0.424 0.528 0.475 0.459 0.420 0.458 0.864 0.484 0.459 0.410 0.522 0.238 -1.120 -1.171 -0.898 0.541 1.404 -0.433 0.358 -0.544 -0.978 -0.979 -0.468 0.878 0.613 0.451 0.465 0.282 0.495 0.463 0.581 0.319 -0.148 0.771 -0.606 1.067 -0.184 -0.476 -0.181

---

# 3
The following is a quantum chemistry calculation of a 3-piece molecular cluster, C29H32Br2F5NO10PS overall at a distorted geometry, from the Open Molecules 2025 dataset.

Positions of all 81 atoms, in Å:
C 0.488 -1.768 5.636
C 0.658 -0.742 5.038
C 0.897 0.425 4.172
C -0.218 0.433 3.104
N -0.076 -0.811 2.276
C -0.540 -0.727 0.850
C -0.674 -2.108 0.268
Br -2.219 -3.155 0.661
C 0.287 -2.625 -0.508
C 1.573 -1.920 -0.879
Br 0.135 -4.350 -1.282
C -1.738 0.234 0.725
P -3.173 -0.147 1.867
C -3.611 1.381 2.794
C -4.126 2.609 1.970
C -4.642 -0.653 0.874
C -5.970 -0.003 1.315
C -1.147 1.640 0.969
C -0.373 1.749 2.313
S 1.115 2.757 2.076
O 0.752 3.799 1.161
O 1.651 3.205 3.324
C 2.386 1.743 1.157
F 2.214 0.413 1.364
F 2.307 2.017 -0.138
C 3.826 2.106 1.649
F 4.679 1.453 0.847
F 4.053 3.399 1.568
F 4.002 1.655 2.890
H 0.148 -2.636 6.155
H 0.879 1.341 4.759
H 1.888 0.292 3.732
H -1.139 0.301 3.668
H 0.878 -1.179 2.284
H -0.645 -1.538 2.729
H 0.251 -0.237 0.285
H 2.033 -1.496 0.012
H 1.331 -1.075 -1.530
H 2.265 -2.578 -1.387
H -2.074 0.153 -0.311
H -4.413 1.096 3.474
H -2.791 1.680 3.445
H -5.170 2.825 2.178
H -4.063 2.365 0.907
H -3.511 3.494 2.126
H -4.754 -1.728 0.989
H -4.483 -0.446 -0.187
H -6.796 -0.654 1.041
H -6.016 0.106 2.400
H -6.094 0.987 0.884
H -1.881 2.432 0.873
H -0.434 1.794 0.153
H -0.960 2.399 2.965
C 8.387 -1.234 -3.459
C 8.598 0.077 -3.269
C 7.896 0.846 -2.182
O 8.152 2.028 -2.064
C 6.947 0.137 -1.336
C 6.737 -1.169 -1.531
C 7.456 -1.943 -2.602
O 7.207 -3.131 -2.692
O 5.885 -1.892 -0.804
O 9.432 0.791 -4.012
H 8.887 -1.796 -4.235
H 6.440 0.701 -0.569
H 5.948 -2.802 -1.158
H 9.402 1.703 -3.664
C -4.791 -2.282 -4.288
C -3.858 -1.906 -3.407
C -3.615 -0.461 -3.065
O -2.757 -0.221 -2.222
C -4.397 0.552 -3.731
C -5.333 0.184 -4.623
C -5.598 -1.266 -4.949
O -6.474 -1.509 -5.752
O -6.087 1.050 -5.274
O -3.073 -2.758 -2.753
H -4.976 -3.317 -4.537
H -4.203 1.587 -3.488
H -6.679 0.526 -5.851
H -2.502 -2.203 -2.189

Computed properties:
HOMO-LUMO gap: 0.2683 hartree
LUMO energy: -3.74 eV
Energy: -226342.93078 eV
HOMO: -0.4058 hartree
Total charge: +1

Let us look at the Mulliken charges, expressed in e, one per atom: 0.070 -1.196 -0.162 -1.153 0.104 0.193 -1.246 0.073 0.640 -0.974 -0.079 0.564 -0.184 -0.654 -1.512 0.288 -1.333 -1.939 -0.420 1.592 -0.702 -0.655 0.322 -0.389 -0.266 0.685 -0.180 -0.202 -0.206 0.460 0.686 0.145 0.558 0.842 0.759 0.050 0.020 0.259 0.632 -0.043 0.785 0.413 0.320 0.418 0.328 0.422 -0.081 0.438 0.304 0.307 0.496 0.875 0.605 -1.042 0.375 1.005 -0.614 -1.056 0.247 1.005 -0.632 -0.561 -0.551 0.426 0.681 0.365 0.368 -0.839 0.318 0.764 -0.482 -1.166 0.361 1.057 -0.585 -0.565 -0.533 0.463 0.477 0.367 0.274

---

# 4
The following is a quantum chemistry calculation of C35H58BBrN8O3PdSi as an isolated structure at a distorted geometry, from the Open Molecules 2025 dataset.

Positions of all 108 atoms, in Å:
Pd -0.267 -0.107 -0.181
C 2.723 -1.428 -1.982
C 2.955 -0.518 -0.824
C 4.189 -0.058 -0.342
C 3.887 0.828 0.675
C 4.823 1.622 1.524
N 2.545 0.869 0.787
N 1.979 0.041 -0.119
B 1.692 1.776 1.693
N 0.781 2.656 0.810
N -0.084 2.108 -0.064
C -0.689 3.085 -0.727
C -1.692 2.828 -1.802
C -0.207 4.314 -0.251
C 0.726 4.000 0.719
C 1.556 4.926 1.545
N 0.808 0.898 2.605
N -0.136 0.079 2.097
C -0.741 -0.522 3.119
C -1.844 -1.511 2.940
C -0.181 -0.064 4.319
C 0.803 0.834 3.949
C 1.722 1.622 4.823
H 3.648 -1.946 -2.234
H 1.948 -2.162 -1.764
H 2.402 -0.853 -2.852
H 5.169 -0.328 -0.698
H 5.846 1.365 1.259
H 4.683 2.693 1.371
H 4.673 1.414 2.584
H 2.395 2.467 2.358
H -1.904 1.764 -1.868
H -2.619 3.370 -1.607
H -1.301 3.155 -2.765
H -0.496 5.299 -0.579
H 1.297 5.952 1.295
H 1.382 4.770 2.610
H 2.620 4.778 1.355
H -2.213 -1.478 1.919
H -1.493 -2.523 3.147
H -2.667 -1.292 3.623
H -0.450 -0.358 5.320
H 1.534 1.368 5.863
H 2.765 1.406 4.591
H 1.567 2.693 4.690
O -1.087 -1.431 -2.617
N -0.353 -0.568 -3.148
O -0.174 -0.525 -4.359
O 0.196 0.319 -2.398
C -4.032 -1.816 -1.587
C -4.561 -0.760 -0.670
C -5.909 -0.561 -0.483
C -6.387 0.434 0.368
C -5.492 1.249 1.063
C -4.134 1.101 0.932
C -3.156 1.945 1.692
C -3.624 0.085 0.038
N -2.348 -0.071 -0.107
H -4.799 -2.555 -1.811
H -3.159 -2.300 -1.150
H -3.687 -1.373 -2.523
H -6.608 -1.196 -1.013
H -7.453 0.568 0.497
H -5.872 2.015 1.727
H -3.676 2.665 2.322
H -2.495 2.482 1.010
H -2.518 1.318 2.320
C -1.884 -7.119 0.538
C -1.761 -5.646 0.117
C -2.553 -4.783 1.110
C -2.427 -5.478 -1.258
Si 0.101 -5.129 0.056
Br 0.079 -2.764 0.282
C 1.111 -5.609 1.632
C 2.399 -4.779 1.763
C 1.488 -7.098 1.586
C 0.282 -5.350 2.900
C 0.968 -5.551 -1.611
C 2.485 -5.321 -1.524
C 0.429 -4.671 -2.751
C 0.738 -7.031 -1.960
H -2.933 -7.424 0.483
H -1.548 -7.278 1.565
H -1.310 -7.780 -0.116
H -3.586 -5.142 1.148
H -2.573 -3.739 0.798
H -2.145 -4.829 2.120
H -3.507 -5.624 -1.147
H -2.071 -6.212 -1.980
H -2.264 -4.480 -1.665
H 3.055 -4.883 0.901
H 2.949 -5.122 2.645
H 2.178 -3.720 1.897
H 2.177 -7.313 0.767
H 0.611 -7.739 1.473
H 1.987 -7.376 2.519
H -0.047 -4.310 2.950
H 0.905 -5.546 3.778
H -0.591 -6.002 2.963
H 2.725 -4.299 -1.227
H 2.924 -5.491 -2.512
H 2.964 -6.014 -0.830
H 0.464 -3.608 -2.510
H -0.601 -4.916 -3.007
H 1.038 -4.832 -3.645
H 1.101 -7.697 -1.173
H 1.282 -7.271 -2.878
H -0.315 -7.253 -2.136

Computed properties:
HOMO-LUMO gap (alpha / beta): 0.3276 / 0.2599 hartree
Energy above the lowest of the compared OMol25 structures with the same formula, charge and spin: 0.0944 eV
LUMO energy (alpha / beta): 0.58 / -1.49 eV
Energy: -137375.93127 eV
HOMO (alpha / beta): -0.3065 / -0.3147 hartree
Multiplicity: 5

These are the Mulliken partial charges, in e, on atoms 1 to 99: -0.126 -1.276 0.272 -1.829 1.065 -1.349 0.298 1.743 -1.819 0.282 2.105 -0.268 -1.079 -1.641 1.009 -1.372 -0.016 3.161 -0.355 -0.799 -1.814 0.965 -1.394 0.416 -0.204 0.264 0.471 0.372 0.220 0.208 -0.060 0.009 0.295 0.363 0.504 0.375 0.227 0.230 -0.225 0.197 0.441 0.509 0.371 0.226 0.223 -0.377 0.791 -0.723 -0.411 -1.006 0.577 -0.868 -0.745 -0.802 0.692 -0.770 0.562 -0.399 0.484 -0.231 0.332 0.458 0.393 0.474 0.512 -0.062 -0.025 -1.892 2.983 -1.362 -1.969 -2.580 0.134 2.750 -1.735 -1.808 -1.981 2.918 -2.151 -1.811 -1.712 0.533 0.331 0.335 0.606 -0.044 0.254 0.609 0.329 0.188 0.320 0.550 0.243 0.323 0.300 0.535 0.193 0.626 0.323

---

> Which of these has the lowest energy?

C29H32Br2F5NO10PS

---

> Among the records above, which one has the lowest energy?

C29H32Br2F5NO10PS

---

> The highest energy belongs to which entry?

C49H38N3O2P2RhSi